162
Properties=species:S:1:pos:R:3:forces:R:3 method="wB97M-V/def2-TZVPD" charge=0 homo_lumo_gap_ev=8.5461 energy_ha=-4499.5473 multiplicity=1 e_homo_ev=-8.578 lumo_ha=-0.0012
C -3.3303 -10.9637 2.7813 -0.630 -0.155 -0.626
S -1.7341 -10.3052 2.1413 -0.575 -1.688 0.122
O -1.6130 -10.9881 0.7993 -0.095 1.159 0.722
C -2.2746 -8.5923 2.0165 0.659 0.583 -0.428
H -3.5287 -11.9678 2.4066 0.808 -0.142 -0.152
H -4.1025 -10.3908 2.2677 -0.144 0.298 0.396
H -3.4871 -11.0301 3.8579 0.336 0.602 0.004
H -2.8318 -8.3867 1.1026 -0.226 -0.265 0.100
H -1.3509 -8.0155 1.9687 0.061 0.036 -0.151
H -2.7848 -8.2328 2.9102 -0.191 -0.417 0.000
C -3.0091 -9.2586 -5.5067 -0.248 1.465 -0.445
S -4.2825 -7.8688 -5.3918 0.227 2.616 0.982
O -3.8400 -6.6755 -4.4294 -0.467 -3.189 -2.504
C -4.1451 -7.1118 -7.1496 0.614 -0.234 1.435
H -3.4370 -10.0651 -6.1022 -0.241 0.085 0.147
H -2.7797 -9.5822 -4.4915 -0.072 0.146 -0.121
H -2.1394 -8.8682 -6.0351 0.169 -0.074 0.275
H -4.3060 -7.8574 -7.9283 0.234 0.009 0.138
H -3.1584 -6.6501 -7.1141 0.250 -0.403 -0.378
H -4.8110 -6.2590 -7.2817 -0.467 -0.398 0.482
C -2.9741 -0.2485 -9.7181 -0.568 1.164 -0.123
S -4.3253 0.4714 -8.6420 0.235 -2.953 -0.155
O -5.4481 -0.5486 -8.7935 1.104 1.448 0.643
C -3.3278 0.1077 -7.0660 -0.662 0.695 -0.458
H -3.3791 -0.5856 -10.6723 -0.492 -0.308 0.380
H -2.4358 -1.0309 -9.1833 0.004 0.208 -0.189
H -2.3927 0.6204 -10.0268 0.660 -0.139 0.433
H -2.3115 0.4600 -7.2422 -0.014 -0.040 -0.078
H -3.3354 -0.9453 -6.7847 -0.153 -0.015 -0.391
H -3.7520 0.7026 -6.2572 -0.110 -0.066 -0.056
C -6.5885 0.3229 5.1213 2.624 0.730 1.025
O -5.4575 0.8287 5.0978 -1.198 -1.203 -0.231
N -7.6727 0.9002 4.6684 -2.863 0.434 -0.843
C -8.9860 0.3966 5.1483 0.660 0.113 -0.823
C -7.6821 2.1000 3.8288 0.268 -0.373 0.178
H -6.8837 -0.6181 5.6108 0.755 -0.214 0.143
H -9.6722 0.2930 4.3077 -0.179 0.491 0.034
H -9.3463 1.0688 5.9270 -0.330 -0.073 -0.123
H -8.9281 -0.6218 5.5325 0.440 0.151 0.229
H -6.6653 2.4791 3.7262 -0.113 0.034 0.347
H -8.0169 1.8645 2.8186 -0.215 -0.182 -0.012
H -8.3591 2.8463 4.2446 0.160 0.093 0.070
C -6.8728 -3.4945 0.2342 -1.292 -1.929 1.377
O -6.9795 -4.1674 1.2749 0.489 1.566 -1.676
N -7.8800 -2.7512 -0.2938 2.102 0.244 -1.061
C -7.6801 -2.0330 -1.5501 0.926 0.252 -0.362
C -9.1141 -2.4359 0.2900 -2.032 0.194 0.454
H -6.0356 -3.5821 -0.4755 0.219 0.129 0.354
H -6.7898 -2.2988 -2.1201 0.008 -1.042 0.260
H -7.4164 -0.9828 -1.4246 -0.808 0.421 0.490
H -8.5273 -2.1476 -2.2263 -0.095 0.073 0.208
H -9.8551 -2.6941 -0.4665 -0.439 0.263 0.031
H -9.4616 -2.9391 1.1924 0.933 -0.397 -0.007
H -9.1915 -1.3679 0.4937 -0.009 0.210 -0.056
C 5.7107 0.6295 -5.9955 1.694 -0.579 0.089
O 5.9845 0.8259 -7.1580 -0.214 0.015 0.143
N 6.6090 0.5582 -4.9502 -2.710 -1.069 0.947
C 5.9546 0.5598 -3.6406 1.330 0.039 1.338
C 8.0325 0.6460 -4.9069 0.184 1.750 -1.955
H 4.7216 0.3621 -5.5925 -0.269 0.401 -0.442
H 6.0858 1.5062 -3.1160 -0.388 0.730 -0.447
H 6.5313 -0.0326 -2.9303 -0.085 -0.825 -0.266
H 4.9090 0.2614 -3.5652 0.183 -0.035 -0.573
H 8.1979 1.5537 -4.3265 0.936 -0.403 0.539
H 8.6503 -0.2306 -4.7123 -0.612 -0.166 0.859
H 8.3566 0.9240 -5.9097 -0.055 0.117 -0.226
C 4.2448 -4.9781 -6.7979 -1.577 0.660 3.538
O 3.9865 -5.0259 -5.5614 1.190 -0.269 -2.551
N 3.2430 -5.1368 -7.7016 4.599 0.937 -0.298
C 3.4595 -4.6041 -9.1057 -1.647 -1.813 1.551
C 2.0054 -5.5621 -7.2010 -2.233 -0.217 -0.786
H 5.2613 -4.6802 -7.0981 -0.325 -0.217 -0.590
H 4.0033 -5.3304 -9.7098 0.311 0.211 0.082
H 3.8841 -3.6005 -9.1279 -0.200 -0.173 0.053
H 2.4210 -4.6828 -9.4273 0.140 0.804 -0.807
H 1.3316 -4.7075 -7.2621 -0.589 -0.151 0.012
H 1.6788 -6.3654 -7.8615 -0.583 -0.001 -0.042
H 1.9294 -5.9430 -6.1826 0.919 0.256 -0.154
O -5.7901 6.9914 -5.0963 -1.511 -1.925 0.405
C -4.6577 7.0663 -4.7384 0.657 3.688 -0.725
O -4.0201 6.4927 -3.7329 0.589 0.452 -0.101
C -4.6692 5.4693 -3.0004 -1.813 0.305 -1.724
C -3.6405 4.6485 -2.4190 0.891 -0.567 1.493
C -3.8495 8.1881 -5.3960 0.973 -0.898 -0.466
H -5.1715 4.8791 -3.7668 -0.736 -0.011 0.299
H -5.3689 5.9073 -2.2885 -0.102 -0.059 -0.087
H -3.1633 5.2221 -1.6244 0.558 -0.187 -0.094
H -2.9592 4.3739 -3.2243 0.211 -0.358 0.451
H -4.1385 3.8113 -1.9298 0.358 -0.358 -0.173
H -3.1336 8.6675 -4.7283 -0.205 0.075 -0.024
H -4.4690 8.8735 -5.9743 -0.296 0.027 0.715
H -3.2735 7.7203 -6.1945 0.432 -0.183 0.036
O 3.5697 6.3725 9.4079 1.013 -1.543 -0.687
C 4.0691 5.4524 8.7705 0.097 2.099 0.092
O 3.3753 4.4052 8.3337 0.417 -1.182 0.513
C 2.0294 4.0866 8.7528 -0.986 0.252 -0.697
C 1.7661 2.6024 8.5890 0.135 0.582 0.132
C 5.5440 5.4437 8.2118 -0.455 -0.607 0.406
H 1.3953 4.6535 8.0711 -0.206 0.109 0.204
H 1.6897 4.2833 9.7696 1.087 0.911 0.161
H 2.5913 2.1002 9.0938 -0.016 -0.479 -0.481
H 1.5827 2.3522 7.5441 0.435 -0.429 0.160
H 0.8670 2.3867 9.1661 -0.095 -0.126 -0.143
H 6.3179 5.5352 8.9740 -0.478 0.364 0.466
H 5.7347 6.2418 7.4943 -0.437 0.076 0.087
H 5.8118 4.4961 7.7444 -0.514 -0.029 -0.218
O -1.2731 11.9146 1.8921 1.498 -3.275 -2.672
C -0.8683 10.9991 1.1353 0.610 1.747 2.305
O 0.4232 10.4158 1.2426 -2.738 0.761 -0.701
C 1.2667 10.7645 2.3117 1.184 -0.082 1.739
C 1.2835 9.6025 3.3577 -0.757 0.585 -0.706
C -1.6876 10.3168 0.0323 0.905 1.121 0.618
H 1.0548 11.7319 2.7671 -0.403 -0.028 -0.239
H 2.2648 10.8192 1.8772 0.013 0.117 -0.053
H 1.9403 9.6410 4.2267 0.776 0.389 -0.624
H 1.4782 8.7585 2.6959 -0.067 -0.538 0.717
H 0.3308 9.5294 3.8823 -0.444 -0.224 -0.587
H -2.4092 9.7240 0.5944 -0.131 -0.168 -0.504
H -1.0602 9.7646 -0.6674 -0.074 -0.310 0.448
H -2.1572 11.1113 -0.5476 -0.373 -0.099 0.259
O -0.8158 -1.6400 1.0085 -0.216 0.208 1.860
C -0.1737 -0.9658 0.2554 -1.117 -2.169 -1.110
O 0.7330 -0.0924 0.5038 2.117 1.492 0.578
C 0.9743 0.3067 1.8502 -2.058 0.320 0.112
C 1.8739 1.4665 1.9000 1.545 -0.066 0.377
C -0.2877 -1.2300 -1.1820 -1.443 0.424 -1.139
H 1.2710 -0.4948 2.5267 0.085 -0.262 -0.452
H 0.0048 0.6842 2.1752 -0.187 -0.369 0.525
H 2.0296 1.5521 2.9754 0.087 0.838 0.060
H 1.5095 2.3794 1.4289 -0.126 -0.151 0.194
H 2.8581 1.2196 1.5018 0.068 0.091 -0.215
H -0.2450 -0.3010 -1.7506 1.013 -0.262 -0.339
H -1.3220 -1.5297 -1.3508 0.104 -0.521 0.057
H 0.3718 -2.0653 -1.4174 0.134 0.419 -0.513
O 9.1049 1.0798 1.6260 0.592 1.299 3.116
C 9.1527 1.6055 2.7515 0.410 1.519 -3.445
O 9.8969 2.7896 3.0148 -2.743 -3.300 1.501
C 10.6694 3.2836 2.0071 1.135 1.416 -1.723
C 9.8288 3.9328 0.8692 0.460 -0.735 1.146
C 8.3787 1.1581 3.9209 0.323 -0.092 0.131
H 11.3616 2.5281 1.6354 -0.182 -0.209 -0.317
H 11.2971 4.0044 2.5312 0.064 0.332 -0.320
H 9.2521 4.7692 1.2643 0.222 0.179 -0.064
H 9.1100 3.1700 0.5700 0.211 0.169 -0.522
H 10.5098 4.2383 0.0749 -0.331 0.029 -0.132
H 9.1683 0.7511 4.5526 -0.396 -0.564 0.395
H 7.6580 0.4368 3.5356 0.169 -0.126 0.525
H 7.9083 1.9567 4.4945 0.059 0.082 -0.299
O 1.0678 -6.8720 6.2421 2.375 2.562 -0.076
C 1.4898 -5.6902 6.3349 -3.245 -4.098 0.431
O 2.7016 -5.2453 6.1596 0.523 0.863 0.743
C 3.7866 -6.1086 5.9479 1.272 -1.695 -1.348
C 5.1113 -5.5094 6.3706 -1.856 1.479 0.023
C 0.4465 -4.6849 6.6643 0.608 1.321 0.485
H 3.8662 -6.2538 4.8706 -0.195 -0.111 -0.196
H 3.7076 -7.1186 6.3500 -0.819 0.188 0.380
H 5.0447 -4.5024 5.9587 0.827 0.074 -0.571
H 5.9025 -6.1253 5.9431 0.195 0.341 0.587
H 5.0676 -5.2531 7.4291 0.727 -0.860 0.292
H -0.1310 -4.9530 7.5491 -0.186 -0.665 -0.462
H -0.1527 -4.6000 5.7578 -0.287 0.303 0.332
H 0.8851 -3.7399 6.9847 0.047 0.300 -0.632